(1)
81
Properties=species:S:1:pos:R:3 method="wB97M-V/def2-TZVPD" e_tot_ev=-130453.077 homo_ev="-4.326 / -4.356" e_above_lowest_kcal_mol=70.4 orbital_gap_ha="0.245 / 0.224" s_squared=0.95 spin_multiplicity=2 total_charge=-1
C 1.2876 0.6269 6.8622
Si 2.2829 0.5994 -3.2740
H -0.4722 -7.4291 -1.2985
H 3.5361 4.0726 1.0481
H -3.1997 3.1172 -2.9982
H 2.5893 -1.6019 -2.2331
C 1.9371 -1.5795 7.5599
C -1.7425 0.4315 -4.1245
H -1.9875 4.7067 3.8024
H 1.2548 -0.7254 -5.0746
C -2.0068 4.5463 2.7231
H 2.1195 4.4926 2.0357
H -1.2089 1.3747 -4.2595
O 0.3878 2.8738 0.7566
H 4.0189 -1.1734 -3.1950
H -4.0761 1.9045 -5.8086
H 1.6205 -3.1424 6.1100
H -1.6490 -0.1340 -5.0544
C 0.7428 0.8815 -2.2773
C 0.0422 -4.6093 0.5485
H 2.1485 2.4245 -0.2256
C 0.2320 -4.2807 1.9319
C 1.8241 -0.2188 7.8221
H -4.0963 -1.6501 -3.3796
C 1.8828 0.1676 -5.0447
C 3.2762 2.1865 -3.2703
S -1.0198 0.3376 0.8147
C -3.5934 2.2134 -2.5257
S 2.1827 -0.2929 1.1980
O 0.2919 -2.3533 -0.2730
C -0.1893 -5.9587 0.2279
H 0.1167 -5.0663 2.6789
H 0.4652 0.7621 4.8696
C 1.5292 -2.0886 6.3372
H -1.1180 5.0090 2.2925
H 3.4610 2.5194 -2.2452
H -2.8569 2.5636 2.8843
H 0.2634 1.8456 -2.4582
H -0.2575 -6.6718 1.0430
H -0.2096 -5.7424 -3.1278
H -5.3682 -0.6060 -2.7287
H -5.5425 1.3788 -4.9735
H 0.9809 0.8329 -1.2083
H 2.7372 2.9822 -3.7914
H -4.5604 0.2049 -5.8568
C 0.6441 -1.7440 4.0097
C -0.1547 -5.4326 -2.0902
H 4.2463 2.0589 -3.7597
H 1.3417 0.9758 -5.5450
H -4.6188 2.4164 -2.2046
Si -3.5180 0.7479 -3.6726
H 1.5254 4.0735 -0.3818
P 0.2068 1.6725 1.8898
O 0.1346 -0.8910 3.1798
N 0.8449 -2.9910 3.7193
H 0.1892 -3.3870 -2.6024
C -0.3005 -6.3861 -1.0699
H 2.1629 0.1805 8.7704
C 0.1330 -3.6303 -0.4691
H 2.7953 -0.0332 -5.6136
C 0.8758 0.1182 5.6360
H -2.9939 2.0057 -1.6333
H 2.8145 2.8662 2.1218
C 3.2618 -0.7838 -2.5098
O -0.8157 2.4687 2.8911
C 2.5927 3.6992 1.4539
C -2.0179 3.0683 2.4007
H -2.8925 5.0344 2.3102
Te -0.7350 -0.6347 -2.5265
H -3.8645 -0.8501 -1.8251
C 1.0052 -1.2389 5.3681
H 2.3489 -2.2433 8.3102
N 0.5715 -3.1199 2.3446
C -4.5159 1.0937 -5.2214
C 0.0641 -4.1080 -1.8071
Co 0.3709 -1.4108 1.3965
H 3.7547 -0.4544 -1.5919
C 1.6881 3.2541 0.3199
C -4.2858 -0.7263 -2.8246
H -2.1086 2.9133 1.3240
H 1.1927 1.6866 7.0629



(2)
38
Properties=species:S:1:pos:R:3 method="wB97M-V/def2-TZVPD" e_tot_ev=-16823.927 homo_ev=-13.100 e_above_lowest_kcal_mol=82.0 orbital_gap_ha=0.328 spin_multiplicity=1 total_charge=+1
C -0.9461 2.1252 -1.0081
C -4.1852 -0.1316 -1.0798
H -4.8901 -0.2327 -1.9786
H -2.1096 -0.2645 -0.3443
C -0.5435 0.0577 -3.9256
H -1.5801 -1.0562 -5.5771
N -0.9017 0.2609 -2.6351
H 3.5146 -1.0312 1.6508
H 2.7856 1.3186 2.2388
C 0.8222 -0.4825 1.3482
H -1.0027 1.7672 -0.0410
H 1.5912 1.3530 -0.7581
C 3.2035 0.6859 2.9696
N -2.2077 -0.2902 -2.3966
H -4.6568 0.1129 -0.2085
H 1.6608 -2.2652 2.0329
H 0.2562 0.3130 1.8078
H 2.9134 0.9961 3.9730
H -0.3106 -1.4997 3.7356
H 0.1005 -1.1789 0.9787
C 3.0250 -0.7709 2.6314
C 1.0204 0.8508 -1.6006
C 0.7209 -1.0892 3.8108
H 0.4634 0.1033 -4.3773
H 1.4315 -1.5097 4.5503
H 4.2403 1.0093 2.9815
C -2.8461 -0.1295 -1.1609
H -1.9267 2.4622 -1.4162
H 3.4127 -1.3562 3.3955
C -2.4991 -0.8796 -3.5926
H 1.3813 -0.1398 -1.9446
C -1.5164 -0.6712 -4.5631
H -0.3949 3.0915 -0.9676
C -0.2255 1.1053 -1.7187
H 1.3555 -0.0483 0.4940
H -3.4559 -1.3265 -3.7942
C 1.5980 -1.2463 2.5022
H 0.7017 -0.0129 3.9872



(3)
109
Properties=species:S:1:pos:R:3 method="wB97M-V/def2-TZVPD" e_tot_ev=-183173.604 homo_ev=-9.242 e_above_lowest_kcal_mol=11.0 orbital_gap_ha=0.248 spin_multiplicity=1 total_charge=+1
C -1.0680 2.4840 -2.3749
Cl 6.0021 5.0565 -4.4074
H 3.0045 0.2189 -4.1216
C -2.7751 -1.0144 1.6701
C -2.8698 2.4183 5.6206
C -4.6847 -1.7936 0.4749
C -1.3886 -2.4246 -1.6178
H 3.3658 -5.4291 2.5950
C -1.6561 1.7508 5.6610
H -5.6879 -3.4749 1.3383
H -0.4686 -3.7322 1.8849
H -2.7814 -4.0464 -1.6948
C 1.2767 -1.0320 -4.1659
C -1.4597 -2.7397 -6.1516
H -1.9232 -3.7123 -6.0141
H -2.2325 -2.0727 3.4367
C -2.0475 4.5121 -3.1853
C -1.4139 4.3205 -0.8681
Cl 1.7050 5.0965 -1.1584
C 5.0687 4.3193 -3.1545
H 2.2010 2.0420 1.8958
C 1.5239 3.2112 3.5615
H -1.6233 2.8076 -4.4114
C 2.5507 -1.7922 -2.1733
C 1.0982 -3.3552 -3.4168
N 0.6932 0.9804 -0.6438
O 2.8011 2.5578 -0.2175
O 2.8781 -0.6791 -1.7872
H -1.4997 4.7177 3.7816
C 1.3276 -2.4974 4.0523
C 2.6134 -4.5019 4.3763
C -1.6855 -4.0255 0.1427
N -0.1318 -0.5047 2.3869
H 1.7370 -3.3618 5.9618
C -1.9597 5.0519 -1.9140
H -1.6314 -2.0621 -2.6034
H 0.6101 4.4467 5.0518
H 2.9139 -2.6724 -1.6169
C -1.9949 1.0211 3.4144
Cl 5.0620 1.0145 -0.9103
C 1.6685 -2.0678 -3.2830
N -1.5274 1.0810 0.6748
C -0.8438 3.4899 2.1632
C 0.0899 -3.5482 -4.3435
C -3.2212 1.6657 3.3720
C -0.7310 -3.3713 0.9023
C -2.9372 -2.0046 2.6229
Zn 2.5258 0.6674 -0.2341
H 2.4398 3.0719 4.1152
C 0.2102 2.7731 1.6228
S -0.1788 1.9058 0.0806
C 3.9233 4.9582 -2.6974
C -2.0202 -3.5489 -1.1137
H 2.5925 -4.6628 -2.5918
C 1.9201 0.3129 -4.1388
C -3.9895 -2.8939 2.4987
C -3.6304 -0.9009 0.5897
H -1.7888 3.5186 1.6455
H -3.8086 1.6268 2.4681
C 1.8763 -3.4512 4.8962
H 6.3440 2.5861 -2.9871
C 3.1648 4.3581 -1.7138
H -2.4597 5.0978 -3.9927
H -1.3099 4.7968 0.0923
H -0.0358 -0.4941 -5.7552
C -1.2114 1.0462 4.5531
C -0.4313 -1.7641 -0.8637
C 1.5152 -4.5130 -2.5587
C 4.6974 2.5376 -1.6282
C -0.3499 -2.5222 -5.1748
C -1.5870 3.2270 -3.4186
H -3.1959 2.9893 6.4771
C -0.9895 3.0245 -1.1006
H -0.3817 -4.5185 -4.4125
H 0.0534 -0.8683 -1.2189
C 5.4639 3.0955 -2.6293
S 0.9995 -1.3301 1.5149
H -0.2569 0.5449 4.5528
N 2.2114 -0.6155 1.1069
C 0.2758 -1.2844 -5.0879
H -5.3646 -1.7207 -0.3606
C 2.7930 -4.6115 3.0046
C -4.8657 -2.7815 1.4301
C -3.6587 2.3691 4.4815
H 2.3829 -3.7131 1.0876
H 1.6285 0.9017 -5.0052
C 3.5173 3.1248 -1.1350
C -0.6896 4.1252 3.3826
H 3.6150 5.9051 -3.1130
H -4.1257 -3.6731 3.2314
H -2.3034 6.0585 -1.7315
C 0.4957 3.9771 4.0870
C 1.3920 2.6158 2.3154
H -1.0765 -2.6860 -7.1699
C 2.2505 -3.6596 2.1585
H -2.1678 -4.9022 0.5418
H -1.0464 1.7920 6.5508
H 0.7590 -1.6671 4.4371
C -0.1085 -2.2475 0.3882
H 1.0440 -5.4277 -2.9097
H -0.6940 1.4842 -2.5212
H 3.0515 -5.2343 5.0372
H 1.2110 -4.3579 -1.5238
C 1.5198 -2.6063 2.6880
H 1.6317 0.8543 -3.2375
H -3.4505 -0.1283 -0.1419
H -4.6056 2.8875 4.4575
S -1.4475 0.1719 1.9191
H -2.2226 -1.9690 -6.0511



(4)
4
Properties=species:S:1:pos:R:3 method="wB97M-V/def2-TZVPD" e_tot_ev=-82937.586 homo_ev="-8.455 / -10.263" e_above_lowest_kcal_mol=48.9 orbital_gap_ha="0.270 / 0.265" s_squared=2.01 spin_multiplicity=3 total_charge=0
S -0.9160 0.6085 -0.3305
H 1.2092 -0.4782 -1.0217
O 0.5920 -0.8654 -0.5147
Br -0.8852 0.7352 1.8670



(5)
17
Properties=species:S:1:pos:R:3 method="wB97M-V/def2-TZVPD" e_tot_ev=-7298.210 homo_ev=-13.788 e_above_lowest_kcal_mol=63.1 orbital_gap_ha=0.377 spin_multiplicity=1 total_charge=+1
N -0.4186 -1.3226 1.2968
H 1.7458 0.3601 -0.8603
H 0.0508 1.2925 -2.6328
C -0.3791 0.8609 -0.7034
C -1.2852 1.3538 0.1677
H 1.0130 -1.8849 -0.1963
N -0.5833 0.7082 -2.0674
H 1.5984 0.9326 0.6630
H -2.1847 1.8919 -0.1241
C 0.9702 0.4238 -0.0905
C 0.8856 -1.0292 0.4605
H -0.4914 -0.7880 2.1554
H -0.6521 -2.2981 1.4629
H -0.8265 1.6361 1.1151
H -0.0470 -0.1001 -2.4384
H -1.0548 -0.9740 0.5532
H 1.6589 -1.0630 1.2386



(6)
14
Properties=species:S:1:pos:R:3 method="wB97M-V/def2-TZVPD" e_tot_ev=-6225.980 homo_ev=-11.825 e_above_lowest_kcal_mol=116.9 orbital_gap_ha=0.262 spin_multiplicity=1 total_charge=+1
C 1.2697 1.2245 0.6923
H -0.0608 0.5446 2.0486
H -1.9606 -0.2140 0.0025
H 0.8397 1.6899 2.7378
N 1.7355 2.0748 -0.0389
C -0.8861 -0.4768 -0.1680
H -0.0816 -0.2053 -2.0310
H 1.7076 0.1331 2.4235
C 0.9658 0.8228 2.0533
H -0.3999 -1.7236 -1.7375
H -1.6890 -0.8969 -2.0411
N -0.7839 -0.8063 -1.6787
H -0.6818 -1.3970 0.3247
H 2.0775 2.1344 -0.9657